Record 1
{
  "formula": "C47H35BrClGePPd",
  "method": "ωB97M-V with the def2-TZVPD basis set",
  "mol_weight_g_mol": 925.158,
  "homo_lumo_gap_ha": 0.1433,
  "relative_energy_kj_mol": 75.88,
  "multiplicity": 1,
  "total_charge": -2,
  "homo_ev": 0.26,
  "elements": ["Pd", "Cl", "C", "C", "C", "C", "C", "C", "P", "C", "C", "C", "C", "C", "C", "C", "C", "C", "C", "C", "C", "H", "H", "H", "H", "H", "H", "H", "H", "H", "H", "H", "H", "H", "H", "Br", "C", "C", "C", "C", "C", "C", "C", "C", "C", "C", "H", "H", "H", "H", "H", "H", "C", "Ge", "C", "C", "C", "C", "C", "C", "C", "C", "C", "C", "C", "C", "C", "C", "C", "C", "C", "C", "H", "H", "H", "H", "H", "H", "H", "H", "H", "H", "H", "H", "H", "H", "H"],
  "xyz": [[1.73, 0.33, 0.63], [4.56, -0.21, 2.05], [3.91, -0.84, 3.54], [4.77, -0.85, 4.64], [4.33, -1.34, 5.86], [3.03, -1.81, 5.97], [2.18, -1.78, 4.87], [2.59, -1.30, 3.62], [1.49, -1.18, 2.12], [1.64, -2.91, 1.50], [1.55, -3.08, 0.13], [1.60, -4.35, -0.43], [1.76, -5.47, 0.38], [1.87, -5.31, 1.76], [1.80, -4.04, 2.32], [-0.14, -1.34, 2.97], [-1.06, -2.35, 2.68], [-2.33, -2.32, 3.24], [-2.71, -1.31, 4.11], [-1.80, -0.29, 4.39], [-0.55, -0.30, 3.81], [5.78, -0.48, 4.52], [4.99, -1.34, 6.71], [2.66, -2.19, 6.91], [1.17, -2.15, 4.98], [1.45, -2.19, -0.50], [1.50, -4.47, -1.50], [1.80, -6.46, -0.05], [2.00, -6.17, 2.40], [1.88, -3.92, 3.39], [-0.79, -3.15, 2.00], [-3.04, -3.11, 2.99], [-3.70, -1.29, 4.54], [-2.08, 0.53, 5.05], [0.14, 0.52, 4.00], [0.83, 3.06, 1.08], [0.83, 3.74, -0.72], [0.24, 4.98, -0.88], [0.40, 5.61, -2.12], [1.22, 5.08, -3.08], [1.90, 3.84, -2.87], [2.94, 3.38, -3.69], [3.71, 2.29, -3.23], [3.30, 1.49, -2.20], [1.94, 1.63, -1.70], [1.52, 3.06, -1.72], [-0.29, 5.45, -0.06], [-0.09, 6.57, -2.30], [1.41, 5.62, -4.00], [3.25, 3.97, -4.54], [4.64, 2.05, -3.74], [3.86, 0.59, -1.93], [1.15, 0.52, -1.52], [-0.76, 0.68, -1.58], [-1.50, -1.17, -1.42], [-0.92, -2.15, -2.24], [-1.37, -3.46, -2.24], [-2.41, -3.83, -1.40], [-3.00, -2.88, -0.58], [-2.55, -1.56, -0.60], [-2.02, 1.74, -0.46], [-2.75, 2.81, -0.98], [-3.63, 3.54, -0.19], [-3.78, 3.22, 1.15], [-3.06, 2.17, 1.69], [-2.18, 1.45, 0.90], [-1.35, 1.10, -3.43], [-0.47, 1.61, -4.38], [-0.88, 1.89, -5.68], [-2.20, 1.64, -6.06], [-3.09, 1.12, -5.13], [-2.66, 0.85, -3.84], [-0.08, -1.86, -2.87], [-0.90, -4.19, -2.89], [-2.76, -4.86, -1.39], [-3.81, -3.16, 0.08], [-3.03, -0.84, 0.05], [-2.63, 3.07, -2.03], [-4.18, 4.37, -0.62], [-4.46, 3.80, 1.77], [-3.16, 1.92, 2.74], [-1.58, 0.66, 1.35], [0.57, 1.80, -4.11], [-0.17, 2.29, -6.39], [-2.52, 1.85, -7.07], [-4.12, 0.92, -5.41], [-3.37, 0.44, -3.12]]
}

***

Record 2
{
  "formula": "C5H31N2O9",
  "method": "ωB97M-V with the def2-TZVPD basis set",
  "mol_weight_g_mol": 263.308,
  "homo_lumo_gap_ha": [0.1223, 0.2802],
  "relative_energy_kj_mol": 0.00,
  "s2": 0.75,
  "multiplicity": 2,
  "homo_ev": [-3.13, -7.46],
  "elements": ["C", "C", "C", "C", "C", "N", "N", "H", "H", "H", "H", "H", "H", "H", "H", "H", "H", "H", "H", "H", "H", "H", "O", "H", "H", "O", "H", "H", "O", "H", "H", "O", "H", "H", "O", "H", "H", "O", "H", "H", "O", "H", "H", "O", "H", "H", "O"],
  "xyz": [[-2.98, 0.84, -0.19], [-1.53, 0.95, 0.20], [-0.78, -0.39, 0.34], [0.08, -0.39, 1.60], [2.19, 0.40, 2.33], [1.29, 0.30, 1.34], [-0.81, 1.84, -0.74], [-3.56, 1.74, -0.03], [-3.48, 0.15, 0.48], [-3.12, 0.60, -1.25], [-1.51, 1.49, 1.15], [-1.54, -1.17, 0.28], [-0.07, -0.49, -0.46], [-0.53, 0.02, 2.44], [0.30, -1.40, 2.02], [3.16, 0.82, 2.12], [2.16, -0.12, 3.29], [-1.28, 2.73, -0.78], [-0.88, 1.49, -1.72], [0.17, 2.02, -0.45], [-0.49, -3.83, -0.05], [0.89, -3.45, -0.73], [-0.04, -3.18, -0.61], [-1.29, -0.89, -2.84], [-1.44, 0.14, -3.86], [-0.88, -0.03, -3.11], [3.15, -0.60, -2.51], [3.80, -1.58, -3.54], [3.34, -1.54, -2.71], [1.59, 3.09, 1.26], [0.07, 3.27, 1.54], [0.74, 3.38, 0.82], [-0.24, -2.65, -3.35], [-0.85, -3.44, -2.42], [-1.13, -2.75, -3.05], [-2.15, 3.62, 2.75], [-1.39, 2.47, 3.45], [-1.41, 3.00, 2.62], [-0.33, 0.66, 5.09], [-1.54, 1.41, 5.59], [-1.22, 0.94, 4.79], [3.07, -4.27, -2.22], [2.28, -3.07, -2.04], [2.19, -4.07, -1.94], [1.59, 0.32, -2.18], [2.07, 0.85, -0.88], [2.34, 0.76, -1.83]]
}

***

Record 3
{
  "formula": "CH2N2O2",
  "method": "ωB97M-V with the def2-TZVPD basis set",
  "mol_weight_g_mol": 74.039,
  "homo_lumo_gap_ha": 0.3319,
  "smiles": "C#[N+][O-].N=O",
  "relative_energy_kj_mol": 733.29,
  "multiplicity": 1,
  "homo_ev": -9.14,
  "elements": ["C", "N", "O", "H", "N", "O", "H"],
  "xyz": [[-1.29, -1.23, -0.59], [-1.15, -0.14, -0.18], [-0.82, 0.98, -0.09], [-1.52, -2.29, -0.38], [1.35, 1.20, 0.17], [1.96, 0.16, -0.22], [1.47, 1.33, 1.30]]
}

***

no.,strongest force on any atom (eV/Å)
1,0.53
2,2.39
3,5.00